{"formula": "C5H7NO2", "method": "wB97M-V/def2-TZVPD", "species": ["C", "C", "C", "C", "N", "O", "C", "O", "H", "H", "H", "H", "H", "H", "H"], "coordinates": [[-1.1787, -0.2019, 0.9417], [0.0635, -0.0456, 0.0134], [-0.3984, -0.2768, -1.3851], [0.5654, 1.3840, 0.1686], [1.7641, 1.5376, 0.6713], [2.2227, 0.1924, 0.7553], [1.3215, -0.8229, 0.3909], [1.4639, -1.9868, 0.5312], [-0.6709, -0.3579, 1.9761], [-1.5736, -1.2070, 0.5013], [-1.8145, 0.7146, 0.8238], [-0.4205, -1.3898, -1.5598], [-1.4744, 0.0437, -1.3660], [0.1864, 0.1198, -2.3375], [-0.0567, 2.2969, -0.1253]], "e_above_lowest_ev": 2.599, "max_force_ev_per_a": 4.0, "e_lumo_ev": 0.64, "molar_mass_g_mol": 113.12, "smiles": "CC1(C)C=NOC1=O"}